Molecular formula: C13H33N3O6S
Method: DFT, wB97M-V/def2-TZVPD

E_LUMO	-7.04	eV
charge	+2
E	-41582.032	eV

Structure (XYZ):
```
56
Properties=species:S:1:pos:R:3:mulliken_charge:R:1
C 0.5653 -4.1278 0.2905 -0.909
C 0.3213 -3.3508 -0.9435 0.747
O 0.9243 -3.4178 -2.0285 -0.418
N -1.0377 -2.3948 -0.9565 0.197
H -1.8637 -2.8968 -0.3165 0.486
H -0.8257 -1.5068 -0.4105 0.001
C -1.5457 -1.9558 -2.2525 -0.937
H -0.0857 -3.7728 1.0285 0.131
H 1.5663 -3.7548 0.6625 0.237
H 0.7753 -5.0698 0.0965 0.492
H -2.6097 -1.5588 -2.3215 0.335
H -1.7577 -2.8048 -2.9445 0.368
H -0.9227 -1.1448 -2.5635 0.413
C 2.2663 1.5612 2.2525 -0.731
C 2.9213 1.0112 1.0345 0.589
O 3.8283 1.5102 0.5085 -0.373
N 2.4923 -0.2778 0.4455 -0.041
H 2.6873 -1.1028 1.2215 0.507
H 1.2403 -0.4398 0.5795 0.032
C 3.1193 -0.7258 -0.7075 -0.769
H 2.4213 1.2452 3.2975 0.381
H 1.1693 1.2142 2.1075 -0.084
H 2.0183 2.7312 2.3505 0.333
H 2.7263 -0.3778 -1.7695 0.152
H 3.2003 -1.8358 -0.5605 0.352
H 4.1433 -0.6048 -0.9455 0.395
C -4.0937 -0.1818 2.0225 -1.170
C -3.0567 -0.4218 3.0785 0.835
O -2.9917 0.0842 4.2715 -0.452
N -1.7977 -1.1978 2.6015 0.343
H -2.1427 -1.8518 1.9185 0.388
H -1.2497 -0.7238 1.9455 -0.113
C -0.8887 -1.7328 3.7615 -0.792
H -4.7507 0.6182 2.4355 0.320
H -4.5827 -1.1068 2.0515 0.425
H -3.4607 0.0042 1.2965 0.355
H -0.2187 -2.4418 3.2355 0.307
H -1.4577 -2.5588 4.3555 0.349
H -0.4237 -0.9788 4.2785 0.363
O -0.0827 -0.3418 0.5235 -1.206
H -0.6557 0.3922 0.2585 0.002
C 0.6633 2.0212 -1.6905 1.405
C -0.0027 3.2782 -1.1105 -0.036
C -0.5687 3.9862 -2.1065 -1.422
S 0.6233 3.8152 -3.4315 1.130
O 1.8773 4.4662 -3.0195 -0.640
O 0.0333 4.2222 -4.6265 -0.674
C 0.6463 2.1172 -3.2375 -0.838
H 0.2863 1.1572 -1.2195 -0.864
H 1.6633 1.8652 -1.1655 -0.174
H 0.5893 3.9432 -0.5305 0.459
H -0.9547 2.9352 -0.6635 0.044
H -0.6357 5.0292 -2.0715 0.545
H -1.4897 3.8892 -2.5945 0.455
H 1.5753 1.7552 -3.7885 0.455
H -0.1917 1.8082 -3.9325 0.312
```

Molecular formula: C33H43N3O2P2Si2Tc
Method: DFT, wB97M-V/def2-TZVPD

E_LUMO (alpha / beta)	-5.44 / -6.04	eV
charge	+2
⟨S²⟩	3.7741
2S+1	4
E	-80006.230	eV

Structure (XYZ):
```
86
Properties=species:S:1:pos:R:3:lowdin_spin:R:1
Tc 0.1993 0.8231 0.7310 2.420
C -0.7601 3.3889 -3.2900 -0.001
Si -0.9833 3.0761 -1.4726 0.014
C -2.7643 2.8189 -1.0064 0.004
C -0.2425 4.4191 -0.4236 0.005
N -0.0623 1.5973 -1.0708 0.079
P 0.4780 0.2680 -1.8705 0.046
C 0.5161 -0.7497 -0.4557 0.154
P -0.7989 -1.6475 0.2395 0.043
N -1.3583 -0.3810 1.1306 0.075
Si -1.8665 -0.1797 2.8229 0.010
C -0.3231 -0.4599 3.8400 0.007
C -2.2973 1.6300 2.9173 0.007
C -3.2734 -1.2825 3.2700 0.000
C -2.0651 -2.3326 -0.8060 0.009
C -3.3654 -1.8412 -0.7400 0.003
C -4.3451 -2.3776 -1.5638 0.000
C -4.0169 -3.3842 -2.4600 0.002
C -2.7158 -3.8699 -2.5326 0.000
C -1.7386 -3.3526 -1.7008 0.002
C -0.1869 -2.9973 1.2389 0.004
C 1.1512 -3.0336 1.6293 0.004
C 1.5905 -4.0231 2.4953 0.000
C 0.6973 -4.9717 2.9734 0.001
C -0.6342 -4.9469 2.5784 0.000
C -1.0770 -3.9668 1.7057 0.001
C 2.1521 0.5056 -2.4564 0.006
C 2.6855 1.7845 -2.5622 0.001
C 3.9859 1.9568 -3.0181 0.001
C 4.7564 0.8528 -3.3480 -0.001
C 4.2311 -0.4292 -3.2264 0.001
C 2.9316 -0.6041 -2.7849 0.002
C -0.5453 -0.1485 -3.2676 0.009
C -1.9251 -0.2328 -3.0666 0.001
C -2.7695 -0.4928 -4.1296 0.000
C -2.2392 -0.6716 -5.4023 -0.001
C -0.8710 -0.5872 -5.6107 0.001
C -0.0190 -0.3242 -4.5479 0.001
H -0.8354 4.4585 -3.4965 0.000
H 0.2135 3.0578 -3.6576 0.000
H -1.5264 2.8802 -3.8766 0.000
H -3.2699 3.7789 -0.8854 0.000
H -3.3104 2.2542 -1.7617 0.000
H -2.8442 2.2836 -0.0560 0.001
H -0.8492 5.3250 -0.4737 0.000
H -0.1828 4.1346 0.6312 0.002
H 0.7663 4.6766 -0.7559 0.000
H 0.5387 0.0883 3.4200 0.002
H -0.4286 -0.0887 4.8611 0.001
H -0.0251 -1.5092 3.8783 0.000
H -1.4755 2.2755 2.5736 0.004
H -3.1746 1.8719 2.3146 0.000
H -2.4974 1.9386 3.9452 0.000
H -2.9942 -2.3364 3.2574 0.000
H -3.6172 -1.0445 4.2788 0.000
H -4.1162 -1.1347 2.5925 0.000
H -3.6068 -1.0369 -0.0567 0.001
H -5.3614 -2.0115 -1.5091 0.000
H -4.7805 -3.7998 -3.1038 0.000
H -2.4711 -4.6585 -3.2307 0.000
H -0.7301 -3.7480 -1.7484 0.000
H 1.8444 -2.2955 1.2451 0.002
H 2.6303 -4.0603 2.7900 0.000
H 1.0436 -5.7426 3.6488 0.000
H -1.3208 -5.6992 2.9415 0.000
H -2.1118 -3.9660 1.3847 0.000
H 2.0843 2.6448 -2.2941 0.001
H 4.3938 2.9529 -3.1264 0.000
H 5.7690 0.9868 -3.7035 0.000
H 4.8366 -1.2891 -3.4779 0.000
H 2.5316 -1.6073 -2.6886 0.001
H -2.3433 -0.0846 -2.0798 0.000
H -3.8376 -0.5538 -3.9696 0.000
H -2.8981 -0.8720 -6.2366 0.000
H -0.4639 -0.7174 -6.6039 0.000
H 1.0437 -0.2398 -4.7250 0.000
N 3.4136 4.5106 2.9626 0.000
C 3.4796 3.4219 1.9193 0.001
C 2.0990 2.7597 1.8587 0.012
O 1.2108 3.1525 2.6121 0.009
O 2.0091 1.8281 0.9974 0.054
H 4.0854 4.3746 3.7166 0.000
H 2.4314 4.4580 3.3517 0.000
H 3.5692 5.4377 2.5695 0.000
H 4.2447 2.7032 2.2007 0.000
H 3.7454 3.8567 0.9592 0.000
```

Molecular formula: C8H8FI2N
Method: DFT, wB97M-V/def2-TZVPD

E_LUMO	0.31	eV
E	-28833.247	eV

Structure (XYZ):
```
20
Properties=species:S:1:pos:R:3:mulliken_charge:R:1
C 2.0379 -2.3322 1.5974 -1.235
C 1.1595 -1.3060 0.9406 0.754
C 0.2346 -0.6848 1.7989 -0.662
C -0.5117 0.3871 1.3528 -0.349
C -0.4719 0.7463 0.0361 0.532
N -1.3529 1.7044 -0.2952 -0.357
C -2.3916 1.5958 -0.9156 0.211
F -2.9779 0.5409 -1.4918 -0.213
I -3.5532 3.2929 -1.2536 0.102
C 0.3963 0.0656 -0.8560 0.295
C 1.2200 -0.9156 -0.4173 -0.814
H 2.5283 -3.0878 0.8920 0.316
H 2.8095 -1.8584 2.2031 0.273
H 1.3586 -2.8933 2.1895 0.373
H 0.1088 -1.0669 2.9124 0.171
H -1.1521 0.7781 2.0718 0.467
H 0.5158 0.4749 -1.8828 -0.310
H 1.9642 -1.2699 -1.1191 0.361
I -0.4476 2.2904 -3.8882 0.004
H -1.4747 3.5384 -3.8751 0.079
```